Below is a cluster of 3 separate species, C28H52BBr2F5N4O6S in total, with properties calculated with ωB97M-V with the def2-TZVPD basis set.

XYZ file:
```
99
Properties=species:S:1:pos:R:3:forces:R:3:lowdin_spin:R:1
C -0.0513 -1.3928 0.1000 -0.03 -0.16 -0.11 0.00
O 1.2507 -0.8732 0.2519 -0.06 0.12 0.21 0.00
C 1.5934 0.1113 -0.7281 -0.28 -0.20 -0.17 0.00
B 2.4309 -0.5665 -1.9382 0.10 -0.05 -0.03 0.00
C 2.6435 0.0736 -3.3592 0.29 -0.03 0.03 0.00
O 2.8824 -1.8315 -1.6824 0.06 0.19 0.55 0.00
C 2.2751 1.2600 0.0834 0.08 0.47 0.11 0.00
C 1.1581 1.9434 0.9359 -0.08 -0.07 0.10 0.00
N 1.6715 2.7007 2.0715 -0.24 0.11 -0.02 0.00
N 3.2150 0.7053 1.0841 -0.07 -0.66 -0.09 0.00
S 4.3730 -0.3868 0.7369 0.11 0.17 -0.15 0.00
O 4.9044 -0.1248 -0.5686 -0.10 0.05 -0.05 0.00
O 4.0137 -1.7029 1.1365 0.09 -0.15 0.20 0.00
C 5.7053 0.0997 1.9794 0.07 0.08 -0.22 0.00
F 5.4270 1.2661 2.5645 -0.05 0.18 0.05 0.00
F 5.7428 -0.8491 2.9190 -0.01 -0.16 0.17 0.00
C 7.1241 0.1933 1.3645 0.08 -0.02 0.01 0.00
F 7.4429 -0.9537 0.7670 -0.02 0.01 0.01 0.00
F 7.9972 0.4133 2.3554 -0.04 -0.03 -0.08 0.00
F 7.2289 1.1888 0.4917 -0.02 -0.05 0.06 0.00
C 2.9362 2.3791 -0.7447 -0.07 -0.25 0.10 0.00
Br 4.6348 2.9814 -0.1719 0.19 0.09 0.13 0.00
C 2.4226 3.1093 -1.7294 -0.08 0.18 -0.22 0.00
C 3.1323 4.2257 -2.4478 -0.14 0.05 -0.08 0.00
Br 0.6254 2.9160 -2.3405 -0.03 -0.12 -0.06 0.00
H -0.8179 -0.6450 0.3526 0.06 -0.05 -0.07 0.00
H -0.1490 -2.2435 0.7770 0.00 0.11 0.00 0.00
H -0.2255 -1.7455 -0.9258 0.01 0.03 0.08 0.00
H 0.6513 0.5245 -1.1102 0.15 0.10 -0.12 0.00
H 3.3970 0.8696 -3.3308 -0.10 0.01 0.00 0.00
H 3.0000 -0.6927 -4.0550 -0.02 0.11 0.02 0.00
H 1.7288 0.5042 -3.7704 0.01 0.06 0.06 0.00
H 3.7849 -2.0007 -1.9743 -0.26 -0.15 -0.46 0.00
H 0.4963 1.1496 1.2937 0.12 0.03 0.01 0.00
H 0.5834 2.5712 0.2532 -0.05 -0.17 0.04 0.00
H 1.6939 3.6925 1.8669 0.17 -0.07 -0.01 0.00
H 1.0658 2.5893 2.8746 0.06 -0.03 -0.03 0.00
H 2.6885 0.3147 1.8627 -0.04 0.22 0.00 0.00
H 4.1218 3.9036 -2.7794 -0.07 0.07 0.08 0.00
H 3.2490 5.0891 -1.7855 0.08 -0.09 -0.04 0.00
H 2.5554 4.5446 -3.3140 0.05 -0.04 0.03 0.00
C -6.5460 4.9747 -2.6593 0.05 0.06 -0.08 0.00
C -5.4159 3.9243 -2.5692 -0.36 0.14 -0.12 0.03
C -5.0994 3.5485 -1.1145 0.09 -0.05 0.11 0.02
C -4.3568 4.6321 -0.3407 -0.02 0.02 -0.07 0.00
C -3.0859 5.0405 -1.0804 0.00 -0.09 0.11 0.02
C -3.3532 5.4882 -2.5219 -0.07 0.38 -0.12 0.03
N -4.1520 4.4156 -3.2156 0.26 -0.33 0.64 0.39
O -3.4196 3.4662 -3.6605 0.00 0.01 -0.31 0.51
C -4.0560 6.8503 -2.5239 -0.08 -0.04 -0.04 0.00
C -2.0396 5.6504 -3.2758 0.05 -0.05 0.03 0.00
C -5.8842 2.6760 -3.3098 0.05 -0.08 0.01 0.00
H -6.9715 5.1968 -1.6797 0.02 0.02 0.01 0.00
H -6.2190 5.9081 -3.1018 0.01 0.00 -0.02 0.00
H -7.3502 4.6030 -3.2937 -0.02 -0.04 0.05 0.00
H -4.4874 2.6410 -1.1204 0.02 0.02 -0.07 0.00
H -6.0392 3.2933 -0.6188 0.00 -0.01 0.00 0.00
H -5.0034 5.4985 -0.1747 0.00 0.01 -0.03 0.00
H -4.0951 4.2524 0.6488 -0.02 0.02 0.02 0.00
H -2.5794 5.8570 -0.5589 0.01 -0.01 0.01 0.00
H -2.3923 4.1933 -1.0972 -0.02 -0.01 -0.07 0.00
H -4.3831 7.1171 -3.5297 0.02 0.01 0.00 0.00
H -3.3415 7.6042 -2.1915 0.02 -0.02 -0.01 0.00
H -4.9113 6.9020 -1.8550 -0.01 -0.01 0.01 0.00
H -1.4525 4.7396 -3.2278 0.04 0.03 -0.06 0.00
H -1.4703 6.4637 -2.8222 -0.01 -0.02 0.02 0.00
H -2.2125 5.8930 -4.3249 -0.04 -0.01 0.01 0.00
H -6.0198 2.8836 -4.3716 -0.01 0.02 0.00 0.00
H -6.8451 2.3744 -2.8882 0.00 0.01 -0.01 0.00
H -5.1833 1.8522 -3.2083 0.03 0.01 -0.02 0.00
C -0.3396 -7.6643 3.8455 0.07 0.06 0.07 0.00
C -0.8917 -6.4276 3.1005 -0.01 -0.30 0.28 0.03
C -1.0199 -6.6802 1.5911 0.00 0.04 -0.14 0.02
C 0.3131 -6.7164 0.8522 0.01 0.01 0.08 0.00
C 1.1075 -5.4411 1.1188 -0.09 -0.02 -0.11 0.02
C 1.3200 -5.1731 2.6128 0.32 -0.11 0.20 0.03
N -0.0174 -5.2236 3.3059 -0.17 0.04 -0.76 0.39
O -0.6615 -4.1218 3.2178 -0.02 0.13 0.27 0.51
C 2.3236 -6.1817 3.1835 -0.07 -0.04 0.07 0.00
C 1.9082 -3.7854 2.8200 0.05 0.17 -0.07 0.00
C -2.2744 -6.1255 3.6688 -0.05 0.06 -0.05 0.00
H -0.2197 -8.5187 3.1781 0.02 0.01 -0.02 0.00
H 0.6147 -7.4758 4.3226 0.00 0.02 0.02 0.00
H -1.0251 -7.9574 4.6404 -0.04 -0.03 -0.05 0.00
H -1.6363 -5.8841 1.1617 0.02 0.04 0.05 0.00
H -1.5674 -7.6156 1.4504 -0.01 0.00 -0.01 0.00
H 0.8892 -7.5996 1.1430 0.00 0.01 0.03 0.00
H 0.1284 -6.8116 -0.2195 0.01 -0.03 0.00 0.00
H 2.0881 -5.4849 0.6389 0.00 0.01 -0.01 0.00
H 0.5797 -4.5898 0.6780 -0.01 0.01 0.06 0.00
H 2.3808 -6.1008 4.2700 0.02 0.01 0.00 0.00
H 3.3078 -5.9481 2.7767 -0.01 0.02 0.00 0.00
H 2.1044 -7.2142 2.9226 -0.01 -0.01 0.00 0.00
H 1.3104 -3.0124 2.3451 -0.01 -0.01 0.03 0.00
H 2.9032 -3.7501 2.3761 -0.02 -0.02 0.00 0.00
H 1.9939 -3.5476 3.8815 -0.02 -0.05 0.01 0.00
H -2.2076 -5.8405 4.7192 0.01 -0.01 0.00 0.00
H -2.8768 -7.0330 3.5915 0.01 0.00 0.01 0.00
H -2.7737 -5.3266 3.1278 0.02 0.03 0.01 0.00
```
Forces are in eV/Å.

HOMO energy (spin up / spin down), Eh: -0.2918 / -0.3307
Max |F|, eV/A: 0.784
E_tot, hartree: -7838.83337
E_LUMO (spin up / spin down), eV: 0.3552 / 0.3527
2S+1: 3



Below is a structure of composition C28H52Cl2GeNO5PPtSi3 in a non-equilibrium geometry, with properties calculated with ωB97M-V with the def2-TZVPD basis set.

XYZ file:
```
94
Properties=species:S:1:pos:R:3:forces:R:3:lowdin_spin:R:1
Pt 0.1435 0.1886 -0.6684 -0.49 -1.06 -0.60 0.37
Cl 2.5536 -1.3487 6.3704 0.02 0.07 -0.04 0.00
C 2.3173 -0.8804 4.7155 0.20 -0.03 0.22 0.00
C 3.3592 -0.2496 4.0196 -0.10 -0.09 0.01 0.00
C 3.1852 0.0923 2.7099 0.10 0.18 -0.12 0.00
Cl 4.4751 0.9152 1.8905 0.00 -0.08 -0.02 0.00
C 1.9838 -0.1653 1.9755 -0.23 -0.13 0.12 0.00
O 1.9225 0.1848 0.7441 -0.43 0.44 -0.47 0.03
C 0.9503 -0.8185 2.7223 0.33 0.27 -0.04 0.00
C -0.3150 -1.1932 2.1792 -0.23 -0.12 0.21 0.00
O -0.7065 -1.1391 1.0105 -0.20 0.03 0.26 0.02
C 1.1423 -1.1360 4.0874 -0.26 -0.13 -0.09 0.00
H 4.2971 -0.0328 4.5125 -0.02 0.00 0.02 0.00
H -1.0308 -1.5926 2.9168 0.10 -0.08 0.04 0.00
H 0.3387 -1.6178 4.6322 0.01 0.01 -0.03 0.00
C 2.6482 -3.9250 -0.3379 -0.03 0.00 -0.01 0.00
C 3.2941 -2.7182 -0.5421 0.12 -0.07 -0.10 0.00
C 2.5696 -1.6509 -1.0339 -0.04 0.02 -0.31 0.00
N 1.2575 -1.7167 -1.3085 -0.04 -0.09 0.75 0.00
C 0.6448 -2.8945 -1.1112 -0.02 0.03 -0.18 0.00
C 1.3000 -4.0181 -0.6505 0.02 -0.05 -0.03 0.00
H 3.1855 -4.7817 0.0478 0.00 0.02 0.01 0.00
H 4.3475 -2.5999 -0.3277 -0.01 0.03 -0.02 0.00
H 3.0488 -0.7043 -1.2362 0.01 0.04 0.14 0.00
H -0.4079 -2.9261 -1.3494 0.03 0.01 0.06 0.00
H 0.7583 -4.9459 -0.5294 -0.02 0.03 0.02 0.00
C -5.6320 -0.0484 -0.4713 0.02 0.01 -0.09 0.00
C -4.1375 -0.1028 -0.2814 -0.14 -0.03 0.22 0.00
O -3.5220 -0.0980 -1.5961 0.09 -0.21 0.58 0.04
P -2.0006 -0.5357 -1.8180 0.87 1.13 -1.56 0.09
O -1.6735 0.2552 -3.1845 -0.38 -0.02 0.07 0.04
C -2.4750 0.1610 -4.3933 -0.08 0.05 0.05 0.00
C -3.5320 1.2421 -4.4552 0.06 0.01 0.11 0.00
O -2.1388 -2.0015 -2.4744 0.02 -0.16 0.53 0.04
C -2.9989 -3.0295 -1.9377 -0.10 -0.11 0.05 0.00
C -3.0128 -4.1773 -2.9179 0.07 0.07 0.02 0.00
H -6.1271 0.0281 0.4968 0.01 -0.01 -0.01 0.00
H -5.9930 -0.9440 -0.9778 -0.02 0.02 0.00 0.00
H -5.9028 0.8226 -1.0689 -0.02 0.00 0.03 0.00
H -3.8422 -1.0005 0.2666 0.06 -0.01 -0.04 0.00
H -3.7850 0.7670 0.2722 0.09 0.00 -0.05 0.00
H -2.9139 -0.8339 -4.4520 0.03 -0.03 -0.02 0.00
H -1.7614 0.2764 -5.2088 0.03 -0.07 0.01 0.00
H -4.2430 1.1374 -3.6380 -0.03 0.01 -0.04 0.00
H -4.0722 1.1621 -5.3994 0.02 0.02 0.00 0.00
H -3.0780 2.2323 -4.3962 -0.02 -0.01 -0.03 0.00
H -4.0029 -2.6224 -1.8050 0.02 0.06 0.00 0.00
H -2.6232 -3.3473 -0.9605 0.02 0.04 0.01 0.00
H -3.3549 -3.8335 -3.8935 -0.01 -0.03 -0.01 0.00
H -3.6896 -4.9548 -2.5643 0.02 -0.01 -0.01 0.00
H -2.0142 -4.6006 -3.0286 -0.02 -0.02 -0.02 0.00
C -0.5998 1.9426 0.1234 -0.20 -0.58 0.06 -0.02
H -1.3642 1.5693 0.8192 0.00 0.18 0.10 0.00
H 0.2315 2.3035 0.7351 0.01 0.04 -0.03 0.00
C -0.9939 4.9383 0.0727 -0.04 0.04 0.08 0.00
Si -1.3631 3.3537 -0.8572 0.07 0.30 -0.13 0.00
C -0.6680 3.5775 -2.5930 0.07 -0.17 -0.02 0.02
C -3.2174 3.1667 -1.0169 -0.06 -0.12 0.03 0.00
Ge 1.0003 1.0436 -2.7382 2.12 -0.48 1.38 0.17
Si 1.8891 -0.5760 -4.4406 -0.85 0.47 -0.59 0.04
C 0.5451 -1.8610 -4.7037 0.00 -0.04 0.07 0.00
C 2.0356 0.5775 -5.9179 0.06 -0.09 -0.05 0.00
C 3.5292 -1.4471 -4.2363 0.09 0.11 0.49 0.02
Si 3.0386 2.3590 -1.8721 -0.90 0.07 -1.17 0.06
C 2.6838 3.3094 -0.3191 0.02 -0.05 0.15 0.00
C 4.6062 1.3461 -1.7969 -0.03 -0.15 0.26 0.03
C 3.1662 3.4852 -3.3785 0.32 0.22 0.22 0.00
H -1.6529 5.7440 -0.2611 0.02 -0.03 -0.01 0.00
H 0.0343 5.2735 -0.0818 -0.02 -0.03 0.03 0.00
H -1.1436 4.8175 1.1486 0.00 0.00 -0.03 0.00
H -1.1532 4.4242 -3.0866 0.01 -0.01 -0.01 0.00
H -0.8462 2.6899 -3.2186 -0.10 0.12 0.00 0.02
H 0.4058 3.7830 -2.5705 -0.07 0.07 0.03 0.00
H -3.6436 4.0351 -1.5249 0.05 0.01 0.00 0.00
H -3.6980 3.0978 -0.0370 0.01 0.02 -0.01 0.00
H -3.4867 2.2814 -1.5956 -0.02 0.06 0.01 0.00
H -0.0599 -1.6305 -5.5837 0.04 0.00 0.00 0.00
H -0.1256 -1.9129 -3.8471 0.00 -0.06 -0.04 0.00
H 0.9861 -2.8518 -4.8401 -0.01 0.02 -0.06 0.00
H 1.2054 1.2851 -5.9713 0.01 -0.02 -0.04 0.00
H 2.0511 0.0039 -6.8495 0.01 0.02 0.02 0.00
H 2.9644 1.1519 -5.8739 -0.04 0.01 -0.01 0.00
H 3.4584 -2.2943 -3.5528 0.02 -0.01 -0.04 0.00
H 4.3274 -0.7943 -3.8846 0.02 -0.06 -0.07 0.00
H 3.8182 -1.8227 -5.2218 -0.09 0.02 -0.03 0.00
H 2.5258 2.6260 0.5155 0.02 0.02 -0.01 0.00
H 1.8017 3.9434 -0.4231 0.06 0.01 -0.04 0.00
H 3.5411 3.9451 -0.0786 -0.04 0.02 0.00 0.00
H 4.6363 0.7039 -0.9150 0.04 0.01 -0.04 0.00
H 5.4526 2.0361 -1.7252 -0.03 0.01 -0.02 0.00
H 4.7454 0.7370 -2.6885 0.03 0.07 0.01 0.00
H 2.2933 4.1327 -3.4800 0.05 0.00 -0.04 0.00
H 3.2649 2.9026 -4.2970 0.01 0.01 0.02 0.00
H 4.0481 4.1305 -3.2993 -0.06 0.01 -0.07 0.00
```
Forces are in eV/Å.

Total charge: +1
ΔE to the lowest compared entry with this formula, charge and spin, kcal per mole: 52.34
HOMO energy (spin up / spin down), Eh: -0.3470 / -0.3766
Max |F|, eV/A: 2.575
E_tot, hartree: -5855.41796
E_LUMO (spin up / spin down), eV: -4.3329 / -3.8987
2S+1: 2